{
  "formula": "C4H4N4",
  "method": "the ωB97M-V functional and the def2-TZVPD basis",
  "species": ["C", "N", "N", "C", "C", "N", "N", "C", "H", "H", "H", "H"],
  "xyz": [[0.184657, -0.198199, -2.099077], [-0.094093, -1.350891, -1.696127], [-0.299147, -1.759373, -0.421428], [-0.058944, -0.730233, 0.431079], [0.128858, 0.611386, -0.190299], [0.310469, 0.936263, -1.447335], [-0.055772, 1.218967, 0.959472], [-0.126078, -0.116228, 1.725021], [0.120977, -0.121061, -3.250399], [0.334602, 2.194951, 1.333378], [-1.105700, -0.086166, 2.200568], [0.660172, -0.599416, 2.455147]],
  "forces_ev_per_a": [[-0.366, 1.222, -4.636], [-1.048, -4.652, 0.106], [1.089, 2.565, 2.684], [-0.646, -0.806, -6.689], [0.576, -2.233, -1.044], [-0.043, 1.521, 2.418], [1.893, 3.833, 4.752], [-0.042, 0.220, 2.885], [0.665, -0.009, 1.830], [-1.091, -2.998, -1.304], [0.054, -0.591, 0.218], [-1.040, 1.929, -1.219]],
  "gap_ev": 9.4,
  "smiles": "c1nnc2c(n1)NC2",
  "de_lowest_ev": 3.688,
  "homo_ev": -9.095,
  "max_force_ev_per_a": 6.77
}

{
  "formula": "C22H36CrF5N3O7Si4Te2",
  "method": "the ωB97M-V functional and the def2-TZVPD basis",
  "species": ["Cr", "O", "C", "O", "C", "C", "C", "C", "C", "N", "C", "O", "O", "H", "H", "H", "H", "O", "N", "N", "O", "C", "C", "C", "C", "C", "C", "H", "H", "H", "H", "H", "C", "Si", "C", "C", "Si", "Te", "Si", "C", "C", "C", "Si", "C", "C", "C", "H", "H", "H", "H", "H", "H", "H", "H", "H", "H", "H", "H", "H", "H", "H", "H", "H", "H", "H", "H", "H", "H", "H", "H", "H", "H", "H", "F", "Te", "F", "F", "F", "F", "O"],
  "xyz": [[0.658850, -0.823557, -0.280930], [-0.809210, 3.449435, 1.967249], [-0.236368, 2.237203, 1.541943], [-0.443338, 1.205644, 2.382223], [-0.893547, 1.941808, 0.171323], [-1.651392, 2.918445, -0.468678], [-2.409214, 2.590616, -1.577335], [-2.442858, 1.274877, -2.005569], [-1.638992, 0.366847, -1.348960], [-0.839019, 0.697480, -0.325361], [-1.660824, -1.097455, -1.685251], [-2.411794, -1.539495, -2.531240], [-0.850410, -1.801826, -0.950486], [-0.375163, 3.639469, 2.808534], [-1.659710, 3.913533, -0.054300], [-3.001140, 3.348119, -2.075476], [-3.065175, 0.926979, -2.816824], [1.841880, -2.262775, -0.863265], [2.290683, -2.138536, -2.053089], [1.853727, -1.127404, -2.687109], [0.983961, -0.277482, -2.172315], [2.278173, -0.914521, -4.028512], [3.402825, -1.568886, -4.520331], [3.782480, -1.344348, -5.832218], [3.058076, -0.476884, -6.638264], [1.944145, 0.172257, -6.128590], [1.546012, -0.039499, -4.818430], [3.959521, -2.234603, -3.879171], [4.656837, -1.846714, -6.224746], [3.367696, -0.302068, -7.660474], [1.377427, 0.850024, -6.753321], [0.685101, 0.456513, -4.396399], [1.253951, -2.227421, 7.109262], [0.546928, -3.282909, 5.705362], [-1.305411, -2.923963, 5.542497], [0.766040, -5.106703, 6.198334], [1.758748, -2.605742, 3.748534], [-0.104478, -2.193092, 2.018058], [3.741588, -3.690606, 3.052600], [5.161368, -2.556105, 3.563381], [3.781946, -4.153897, 1.228413], [3.942103, -5.297810, 4.058579], [-0.589018, -4.576378, 1.324615], [-0.065755, -4.912056, -0.446859], [-2.449987, -4.809320, 1.537295], [0.332498, -5.725168, 2.501863], [0.722331, -2.424877, 8.044250], [1.164641, -1.166901, 6.873467], [2.313166, -2.439222, 7.268726], [-1.771124, -2.856329, 6.529348], [-1.814229, -3.713244, 4.983484], [-1.485260, -1.985080, 5.017480], [0.569143, -5.234488, 7.265940], [1.780504, -5.456431, 6.002919], [0.079784, -5.764104, 5.663648], [4.989764, -1.567641, 3.143305], [6.110550, -2.950769, 3.188739], [5.236453, -2.475713, 4.649643], [3.478225, -3.300462, 0.624890], [3.128862, -5.000050, 1.001571], [4.799555, -4.443511, 0.949932], [3.851723, -5.109857, 5.130633], [4.932781, -5.727811, 3.884936], [3.201641, -6.054699, 3.789890], [-0.385720, -4.105728, -1.105205], [-0.515421, -5.847999, -0.789612], [1.019583, -4.997523, -0.519994], [-3.000909, -3.977945, 1.096045], [-2.715104, -4.864703, 2.594507], [-2.778021, -5.731337, 1.051031], [1.410983, -5.669350, 2.347785], [0.021691, -6.759544, 2.330037], [0.124304, -5.485130, 3.543373], [1.584970, 1.580926, 4.147063], [1.692214, 0.769540, 2.381957], [2.181013, -1.168511, 4.438391], [2.026869, 0.373268, 0.104835], [3.456098, 1.525599, 2.380546], [2.922531, -1.399407, 2.066202], [1.165081, 2.411464, 1.468418]],
  "forces_ev_per_a": [[0.008, -0.022, -1.463], [0.043, -0.018, 0.032], [-0.259, 0.121, -0.141], [0.175, -0.299, -0.098], [-0.058, 0.140, -0.117], [-0.025, -0.057, 0.029], [-0.005, 0.015, -0.005], [0.032, -0.043, 0.039], [-0.088, 0.269, 0.079], [0.090, 0.187, 0.196], [-0.256, -0.171, -0.288], [0.106, 0.082, 0.105], [0.146, -0.059, 0.214], [-0.018, -0.046, 0.031], [0.012, 0.003, -0.003], [-0.001, 0.004, -0.002], [-0.001, -0.017, -0.003], [0.018, 0.086, 0.176], [0.020, 0.120, -0.346], [-0.104, -0.205, 0.497], [0.056, -0.184, 0.201], [0.151, 0.064, -0.401], [-0.114, 0.058, 0.026], [0.012, -0.017, 0.012], [-0.007, 0.028, -0.036], [0.023, -0.006, -0.037], [0.034, -0.078, 0.147], [0.017, -0.009, 0.009], [0.004, -0.001, 0.007], [-0.006, -0.006, -0.002], [-0.002, 0.005, 0.007], [-0.003, 0.004, 0.002], [-0.109, -0.116, -0.111], [0.017, -0.067, -0.033], [0.142, -0.046, 0.079], [-0.049, 0.148, 0.019], [0.633, 0.196, -0.268], [-0.184, -0.101, 0.157], [-0.130, 0.106, 0.069], [-0.137, -0.187, -0.089], [0.025, 0.049, 0.167], [0.065, 0.073, -0.119], [0.096, -0.194, -0.113], [-0.040, 0.063, 0.216], [0.238, 0.071, -0.035], [-0.145, 0.117, -0.184], [-0.006, -0.021, 0.005], [-0.003, 0.010, -0.017], [0.015, -0.010, -0.018], [-0.005, -0.037, 0.022], [0.014, 0.002, -0.037], [0.018, 0.027, 0.015], [-0.016, 0.033, 0.029], [-0.001, -0.001, 0.004], [-0.014, -0.018, -0.028], [0.014, 0.015, 0.000], [0.004, -0.021, 0.007], [-0.026, -0.002, 0.022], [-0.008, -0.011, 0.026], [-0.017, 0.005, 0.010], [0.024, -0.016, 0.015], [0.026, 0.034, 0.013], [0.023, -0.025, -0.016], [-0.020, 0.005, 0.009], [-0.040, -0.010, 0.009], [-0.007, -0.035, 0.027], [0.007, 0.037, 0.029], [0.018, 0.007, -0.038], [0.012, 0.030, 0.023], [0.024, -0.032, 0.001], [-0.023, 0.039, -0.013], [-0.015, -0.016, -0.020], [-0.010, 0.025, 0.040], [0.105, -0.159, -0.535], [0.463, 1.217, 1.580], [-0.248, -0.089, 0.058], [-0.451, -0.540, 0.332], [-0.329, -0.152, -0.193], [-0.141, -0.295, 0.177], [0.188, -0.054, -0.163]],
  "total_charge": -1,
  "spin_multiplicity": 2,
  "gap_ev": [6.9, 7.3],
  "s_squared": 0.764,
  "de_lowest_ev": 0.000,
  "homo_ev": [-5.466, -5.447],
  "max_force_ev_per_a": 2.05
}